Entry 1:
61
Properties=species:S:1:pos:R:3:forces:R:3:nbo_charge:R:1 method="wB97M-V/def2-TZVPD" spin_multiplicity=1 smiles="CCN(CC)CCN1C(=O)C(=O)/C(=C(/O)c2ccc(OC)c(OC)c2)[C@H]1c1ccccn1" orbital_gap_ev=7.55 lumo_energy_ev=-0.17
O -2.2353 -4.3831 4.2910 0.26 0.17 -0.45 -0.5030
O -2.0818 -0.5587 0.0354 0.09 0.39 -0.37 -0.5259
O -2.1329 1.5493 -2.0367 -0.08 -0.18 0.21 -0.5980
O -1.3658 -4.4264 1.5563 0.28 0.21 0.11 -0.5069
O 1.2917 0.6255 2.5826 -0.14 0.05 -0.08 -0.6462
N 0.7107 2.6388 -4.1120 0.02 -0.03 0.00 -0.4628
N 3.0147 2.2339 -0.1032 -0.32 0.33 0.24 -0.4339
N -0.1893 2.1671 -1.0139 -0.04 -0.26 0.22 -0.3960
C -1.4081 -2.1096 4.4385 -0.06 -0.13 0.12 -0.2907
C -0.0884 0.6190 0.7132 0.39 0.12 0.44 -0.2821
C 3.5380 -0.1474 -1.4150 -0.09 0.05 0.03 -0.1507
C 2.0398 1.3724 -0.3494 0.06 -0.15 -0.01 0.2190
C 0.4033 1.2254 -4.0044 0.11 -0.15 -0.31 -0.2260
C 4.5572 0.7587 -1.1639 -0.05 0.03 0.02 -0.2631
C 1.0690 3.3084 -2.8947 -0.11 -0.01 0.27 -0.2062
C -0.6434 -2.2470 1.7984 -0.05 -0.11 0.26 -0.1858
C 0.2674 0.0683 1.8973 -0.24 0.16 -0.40 0.4482
C 4.2392 1.9317 -0.4978 0.37 -0.13 -0.17 0.0423
C 2.2547 0.1590 -0.9969 0.18 0.11 0.05 -0.2642
C -1.2550 -3.3513 2.3774 0.06 0.18 0.05 0.3312
C -1.5301 3.7163 -4.6796 0.22 -0.11 -0.09 -0.6480
C -0.4034 -1.0816 2.5141 0.01 -0.24 0.33 -0.1452
C -2.3180 -5.4386 1.8056 -0.28 -0.43 -0.03 -0.2418
C -1.2553 0.3168 -0.1019 -0.28 -0.62 0.59 0.5159
C 0.9474 0.4396 -5.1971 -0.10 0.10 0.26 -0.6106
C 0.0261 3.3879 -1.7447 0.14 0.29 -0.49 -0.2556
C -0.7798 -1.0277 3.8521 0.02 0.07 -0.19 -0.2038
C 0.6520 1.7805 0.1001 0.23 -0.12 0.38 -0.0805
C -0.0825 3.3829 -5.0673 -0.06 0.06 -0.01 -0.2039
C -1.2849 1.3917 -1.1824 -0.37 0.36 -0.64 0.5653
C -2.7192 -4.3026 5.6094 -0.07 0.00 0.25 -0.2516
C -1.6501 -3.2822 3.7316 -0.03 -0.08 -0.06 0.2414
H 5.5707 0.5583 -1.4741 0.09 0.00 -0.01 0.2217
H 0.8382 -0.6263 -5.0125 -0.03 -0.17 -0.06 0.2040
H -3.3085 -5.0183 1.9908 0.04 -0.02 -0.01 0.1799
H 3.7394 -1.0770 -1.9273 0.02 -0.07 -0.04 0.2187
H -1.7055 -2.0332 5.4718 -0.05 -0.05 0.08 0.2232
H -2.1018 3.9508 -5.5746 -0.09 0.08 -0.08 0.2084
H 2.0006 0.6679 -5.3418 0.11 0.00 -0.03 0.2059
H 0.3734 4.1474 -1.0372 -0.06 -0.02 0.02 0.2037
H -0.9442 3.6798 -2.1481 0.07 0.06 0.10 0.2356
H -1.9090 -4.1442 6.3285 -0.04 0.01 -0.04 0.1776
H -0.6271 -0.1279 4.4316 0.00 0.08 0.05 0.2132
H 4.9953 2.6713 -0.2692 0.14 -0.01 -0.03 0.1944
H -2.3437 -6.0337 0.8929 -0.03 0.04 0.06 0.1910
H 0.4563 4.3120 -5.2840 -0.03 -0.06 -0.11 0.1859
H -2.0019 2.8725 -4.1824 -0.10 -0.04 0.07 0.2340
H -0.0940 2.7930 -5.9859 0.02 0.10 -0.05 0.1915
H 0.7690 2.6190 0.8003 0.00 -0.10 -0.12 0.2258
H 1.4347 -0.5241 -1.1611 -0.07 -0.07 -0.03 0.2259
H 1.4304 0.1492 3.4128 -0.02 -0.08 -0.16 0.4963
H -1.5724 4.5806 -4.0206 -0.07 0.06 0.09 0.1938
H -0.6744 1.0375 -3.9031 0.08 -0.02 0.11 0.1941
H 0.4121 0.6806 -6.1111 -0.03 -0.02 -0.14 0.2000
H 0.8939 0.8541 -3.1027 -0.09 0.01 -0.02 0.1935
H -3.1870 -5.2664 5.8049 0.02 0.09 0.04 0.2032
H -3.4660 -3.5101 5.7175 0.04 -0.02 -0.01 0.1808
H -2.0285 -6.0721 2.6465 -0.05 0.07 -0.13 0.1850
H -0.3529 -2.3280 0.7650 0.00 -0.01 -0.14 0.2352
H 1.3251 4.3391 -3.1559 0.07 0.02 0.07 0.2004
H 1.9721 2.8322 -2.4993 0.00 0.14 0.00 0.1964

Entry 2:
58
Properties=species:S:1:pos:R:3:forces:R:3:nbo_charge:R:1 method="wB97M-V/def2-TZVPD" spin_multiplicity=1 smiles="Cc1ccc([C@@H](SC(=S)N2CCN(C)CC2)c2c(C)n(C)c3ccccc23)cc1" orbital_gap_ev=7.87 lumo_energy_ev=0.27
S -1.2461 0.6271 0.6052 -1.06 -0.17 -1.30 0.2197
S -0.8351 2.8689 2.5083 0.27 -0.27 -0.15 -0.1557
N 1.7236 4.3415 -1.8797 -0.03 0.25 -0.15 -0.4348
N 0.1315 2.9325 0.0112 -0.57 -0.82 1.13 -0.4309
N -2.8928 -3.7613 1.6587 -0.01 -0.23 -0.53 -0.3631
C 2.6004 -1.6428 -0.2132 0.04 -0.05 -0.15 -0.2354
C -2.1405 -2.8291 2.3257 0.36 0.94 -1.01 0.2323
C 0.7895 3.3368 -2.3571 -0.08 0.12 0.05 -0.2305
C 0.8553 -0.8934 1.2854 0.27 0.03 0.04 -0.0550
C -1.3332 -2.2689 -1.1876 -0.02 0.16 -0.64 -0.1950
C -1.7392 -2.5647 0.1085 -1.03 -0.89 0.13 -0.1024
C -2.6951 -3.6133 0.2909 0.24 0.54 0.28 0.2134
C 2.7466 0.5344 0.7901 0.07 -0.41 0.25 -0.2295
C -3.8492 -4.6661 2.2728 -0.06 0.13 0.38 -0.4042
C 4.3204 0.0073 -1.0937 0.33 -0.09 -0.22 -0.6337
C 0.7288 4.2291 0.3755 0.03 0.52 -0.08 -0.2294
C -2.0980 -2.7917 3.7986 0.20 0.38 0.67 -0.6593
C 1.6419 0.2321 1.5745 0.03 0.15 -0.15 -0.2063
C -3.3247 -4.2579 -0.7680 0.21 0.21 -0.62 -0.2726
C -0.6291 -0.7868 1.6418 1.01 -0.36 1.30 -0.3183
C 2.2003 5.2081 -2.9656 -0.09 -0.20 0.33 -0.4104
C 1.4152 -1.8987 0.4927 -0.22 0.22 -0.29 -0.1574
C -1.9921 -2.8699 -2.2615 0.38 0.02 0.15 -0.2387
C 1.0425 5.1059 -0.8414 -0.06 -0.09 -0.21 -0.2321
C 3.2028 -0.3839 -0.1710 -0.16 0.10 0.37 -0.0187
C -1.4557 -2.0241 1.4046 -0.18 -0.31 0.11 -0.1419
C -2.9677 -3.8619 -2.0650 -0.21 -0.02 0.52 -0.2172
C 0.4786 2.3109 -1.2667 0.14 -0.39 -0.63 -0.2260
C -0.5210 2.2239 1.0079 0.44 0.86 0.11 -0.0422
H 3.0325 -2.4148 -0.8680 -0.32 0.35 0.29 0.2115
H -4.4202 -5.1919 1.5029 0.23 0.15 0.15 0.2205
H -4.0901 -5.0065 -0.5873 0.16 0.02 -0.17 0.2103
H -1.2665 -2.1357 4.0689 -0.12 -0.15 0.23 0.2349
H -3.3653 -5.4097 2.9252 -0.03 0.21 -0.30 0.2053
H -0.7623 -0.5029 2.6934 0.17 0.17 -0.17 0.2443
H 1.6836 4.1064 0.9294 -0.60 -0.31 -0.07 0.2043
H -0.1577 3.7998 -2.7003 0.11 0.06 0.05 0.1622
H 1.3723 5.7551 -3.4530 0.12 -0.05 0.05 0.1683
H 1.3505 1.6386 -1.1580 -0.34 0.24 0.14 0.2127
H 1.7036 5.9245 -0.5273 -0.24 -0.16 0.07 0.2105
H 2.9137 5.9366 -2.5562 -0.20 -0.18 -0.14 0.2038
H -2.9987 -2.3852 4.2793 0.06 -0.10 -0.26 0.2287
H 0.1092 5.5537 -1.2512 0.21 -0.08 0.15 0.1638
H 4.0260 -0.0145 -2.1500 -0.11 -0.05 0.18 0.2175
H 2.7144 4.6025 -3.7233 -0.13 0.14 0.20 0.2033
H 3.2635 1.4897 0.9171 -0.12 -0.31 0.00 0.2152
H -4.5567 -4.0940 2.8902 0.12 -0.17 -0.18 0.2066
H -0.3801 1.7096 -1.6018 0.43 0.14 0.15 0.2300
H 1.3047 0.9213 2.3536 0.07 -0.07 -0.41 0.2308
H 0.0092 4.7632 1.0291 0.53 -0.40 -0.30 0.2448
H -3.4485 -4.3235 -2.9306 0.12 0.15 0.32 0.2137
H -1.7363 -2.5628 -3.2768 0.02 -0.22 0.26 0.2119
H -0.4878 -1.5912 -1.3337 -0.54 0.01 -0.17 0.2264
H 0.8687 -2.8338 0.3199 0.29 0.41 0.13 0.2217
H 1.2310 2.8465 -3.2293 -0.09 -0.21 0.19 0.2106
H 4.6649 1.0222 -0.8827 -0.01 -0.10 0.03 0.2160
H -1.9115 -3.7787 4.2391 0.01 0.14 -0.16 0.2260
H 5.1762 -0.6683 -1.0001 -0.04 0.06 0.03 0.2198

Entry 3:
71
Properties=species:S:1:pos:R:3:forces:R:3:lowdin_charge:R:1 method="wB97M-V/def2-TZVPD" spin_multiplicity=1 charge=+1 orbital_gap_ev=6.46 lumo_energy_ev=-3.68
Ta -0.1534 -0.1531 -0.0621 -0.01 -0.38 -0.09 2.0230
Se 0.2824 -0.8336 3.2991 0.03 0.11 -0.11 1.3151
P 2.2604 1.6456 -1.4918 -0.25 0.14 -0.04 0.5580
P -0.6449 2.1712 -1.5816 -0.01 -0.43 0.07 0.4090
O -0.5923 2.2040 -0.0818 -0.09 0.16 0.10 -0.3448
O -1.6521 3.1387 -2.2988 -0.04 0.04 0.03 -0.0504
O 0.9810 2.2245 -3.7133 -0.03 -0.02 0.01 -0.0254
O 1.6219 0.9892 -0.2937 0.05 0.22 -0.08 -0.4019
O 3.3575 2.6840 -1.0835 0.16 -0.04 -0.06 -0.0476
O 1.1112 -0.9997 -1.7597 -0.04 -0.02 -0.02 -0.1577
O -0.9084 0.6778 -1.8512 0.08 0.33 -0.29 -0.3376
O -3.1248 -2.3165 -1.4588 0.03 -0.03 0.03 0.0832
O 2.9461 0.6309 -2.4401 -0.06 -0.06 -0.01 -0.0652
N 0.8270 -1.7694 0.8024 0.05 -0.46 0.00 -0.2025
N -0.8862 -1.7826 -1.5358 -0.22 -0.07 -0.10 0.0548
N -1.9304 -3.0385 -3.2348 -0.03 -0.04 0.02 -0.0275
N 0.5017 0.2382 4.6343 -0.03 -0.06 -0.03 -0.1936
N 0.2553 0.5164 2.0810 0.19 -0.07 0.20 -0.2965
C -3.2692 1.2071 2.0252 -0.01 -0.08 -0.04 -0.0766
C 0.4842 1.6587 2.7634 -0.06 0.13 -0.09 -0.2978
C 2.6966 -3.0190 1.1191 0.00 0.07 -0.02 -0.0463
C 0.9661 3.9883 3.1150 0.00 0.01 0.04 -0.0474
C -0.7876 -3.0501 -3.9511 0.05 0.01 0.03 -0.0161
C 0.9524 2.6393 -2.3594 0.11 0.15 0.00 -0.5567
C 0.5858 1.4855 4.1870 0.03 0.03 0.15 -0.3588
C -2.2363 -0.4536 0.7637 0.20 0.34 -0.06 -0.3560
C 3.0839 -0.5759 1.5085 0.06 0.05 0.04 -0.0710
C 0.4960 -3.1474 0.6823 0.08 0.08 0.09 -0.3446
C -2.0481 -2.3554 -2.0123 0.03 0.02 -0.01 -0.4802
C 0.2074 -1.7431 -2.2924 0.18 -0.04 0.13 -0.4467
C 1.2092 4.1393 -2.2041 -0.02 -0.01 0.00 -0.0473
C -2.4741 -0.9245 2.1455 0.04 -0.10 0.03 -0.2131
C -2.8546 0.8941 0.7790 -0.15 0.06 0.00 -0.1503
C -3.0424 0.0598 2.8796 0.02 -0.03 -0.04 -0.0997
C 0.7223 2.9676 2.2504 0.00 -0.04 -0.05 -0.0221
C 2.2294 -1.7452 1.0947 -0.03 0.03 0.14 -0.3826
C 0.8173 2.5875 5.0629 0.00 -0.02 -0.02 -0.0088
C 1.6109 -3.8969 0.8765 -0.06 -0.01 -0.07 -0.0380
C 0.3299 -2.4119 -3.5296 -0.07 -0.05 0.02 0.0476
C -3.1416 -3.6976 -3.7267 0.01 0.00 0.03 0.0102
C -0.8766 -3.7248 0.5433 -0.15 0.03 0.12 -0.0328
C 0.9950 3.8182 4.5312 0.00 -0.01 -0.08 -0.0614
H -2.5438 3.1914 -1.9238 0.04 -0.04 -0.05 0.1181
H 1.6317 -4.9750 0.8952 0.00 -0.01 0.00 0.1153
H -0.8291 -3.5916 -4.8863 0.03 0.00 0.00 0.1414
H 0.7084 3.1409 1.1912 0.01 0.00 0.06 0.0726
H -0.9656 -4.5563 1.2431 -0.04 0.01 0.02 0.0955
H -3.3199 -0.0097 3.9215 0.00 0.01 0.01 0.1079
H -2.6456 -1.1189 0.0028 -0.16 0.01 0.01 0.0701
H 3.9697 -0.5227 0.8716 0.00 0.02 -0.02 0.0870
H -3.7423 2.1297 2.3262 -0.02 0.00 0.01 0.1039
H 2.6025 0.3912 1.4816 0.04 -0.09 0.07 0.0291
H 1.2192 4.4461 -1.1577 0.00 -0.02 0.01 0.0942
H -2.8683 -4.3387 -4.5599 -0.02 0.01 -0.02 0.0944
H -3.5768 -4.2914 -2.9277 -0.01 0.00 -0.01 0.1016
H 1.1528 4.9749 2.7104 0.00 0.01 0.00 0.1110
H 3.4366 -0.7354 2.5299 0.02 -0.03 -0.01 0.0865
H -2.9907 1.5007 -0.1010 -0.01 0.04 0.03 0.0787
H -3.8720 -2.9568 -4.0460 0.00 -0.01 0.01 0.1053
H 4.2714 2.3615 -1.0969 -0.07 0.02 0.04 0.1273
H -2.2645 -1.9238 2.4953 0.01 -0.02 -0.01 0.0781
H 1.2449 -2.4003 -4.0973 0.01 0.01 0.00 0.1244
H 0.4875 2.8612 -4.2464 0.02 0.01 0.00 0.1163
H -1.0765 -4.1312 -0.4465 0.07 -0.02 -0.09 0.0774
H 0.4177 4.6913 -2.7126 0.01 0.00 0.00 0.0935
H 2.1688 4.3932 -2.6497 -0.01 0.02 0.00 0.0974
H 3.7133 -3.2937 1.3528 0.01 0.01 -0.01 0.1171
H -1.6735 -3.0230 0.7686 -0.01 0.04 -0.04 0.0443
H 0.8591 2.3979 6.1261 0.00 -0.02 0.00 0.1222
H 1.1800 4.6737 5.1654 0.00 0.00 0.01 0.1111
H 2.3971 -0.2123 -2.4114 0.08 0.07 -0.01 0.0825

Entry 4:
62
Properties=species:S:1:pos:R:3:forces:R:3:nbo_charge:R:1 method="wB97M-V/def2-TZVPD" spin_multiplicity=1 charge=+2 orbital_gap_ev=6.97 lumo_energy_ev=-6.47
Pd 0.3686 -0.5062 0.6184 0.29 -0.18 0.00 0.9585
S -0.5406 2.2501 -0.7163 -0.02 -0.35 -0.07 0.4794
N 0.5609 -1.7900 2.2966 0.03 -0.15 -0.31 -0.4079
N 0.7481 -1.9034 -1.1026 -0.10 0.13 0.12 -0.4643
N -0.0536 0.8157 -3.3093 -0.05 0.07 0.03 -0.5634
N -1.9804 -1.6166 0.6158 -0.20 -0.09 -0.03 -0.4926
N 1.5362 5.5665 4.6283 -0.01 0.01 0.01 -0.1613
N 0.6732 1.1228 1.7867 -0.03 0.12 0.27 -0.4616
N 0.2234 0.7053 -0.9839 -0.33 0.45 -0.14 -0.6561
C -0.3144 4.1856 -4.8068 0.00 -0.01 0.03 -0.1702
C -0.3794 2.9942 -2.3070 0.03 0.21 -0.01 -0.2664
C -0.1051 2.7512 3.3416 -0.04 -0.03 -0.02 -0.1869
C -0.4900 4.3702 -2.4155 0.03 0.02 -0.03 -0.1755
C 1.1152 3.4143 3.2625 0.06 0.03 -0.01 -0.0556
C 1.8465 1.7685 1.7027 0.00 -0.04 -0.01 0.0673
C -1.8646 -2.2715 1.9215 -0.04 0.08 0.00 -0.2495
C -3.0512 -0.6137 0.6282 0.05 0.01 -0.03 -0.4130
C 2.1100 2.9101 2.4300 -0.03 -0.01 -0.01 -0.1908
C -0.2150 2.2240 -3.4436 0.02 -0.17 0.06 0.1888
C -0.4814 -2.8523 2.1432 0.13 0.07 0.13 -0.2268
C 1.3468 4.6101 4.0237 0.00 -0.02 0.00 0.2092
C 1.4350 -3.8575 -2.3008 0.00 -0.01 0.04 -0.1995
C 1.4847 -3.1433 -3.4804 0.00 0.00 -0.04 -0.1139
C -2.2786 -2.5996 -0.4300 0.05 0.02 0.06 -0.4192
C 0.4822 -1.2287 3.6648 -0.02 0.00 -0.03 -0.4237
C 1.1313 -1.8016 -3.4618 -0.01 -0.04 0.05 -0.2023
C -0.4711 4.9643 -3.6718 0.00 -0.02 -0.02 -0.1811
C 1.0741 -3.1944 -1.1386 0.04 0.08 -0.05 0.0563
C 0.7447 -1.2229 -2.2658 -0.04 0.04 0.00 0.1432
C -0.2829 1.6088 2.5908 0.03 0.08 -0.05 0.0578
C -0.1728 2.8076 -4.6942 0.02 0.09 -0.01 -0.2234
C 1.9192 -2.3535 2.1232 0.25 -0.15 -0.34 -0.4288
C 0.2800 0.1898 -2.1727 0.20 -0.21 -0.03 0.4591
H -0.0342 2.2005 -5.5806 0.00 -0.02 0.01 0.2275
H -0.9016 3.1184 3.9727 0.00 0.00 0.00 0.2669
H -0.5195 -0.8675 3.8792 0.02 0.01 0.00 0.2149
H 2.5801 1.3547 1.0249 0.00 0.00 0.02 0.2340
H -3.2865 -3.0140 -0.3099 0.00 -0.02 -0.01 0.2049
H 2.0992 -3.2862 2.6653 -0.27 0.16 0.33 0.2249
H -0.5747 6.0367 -3.7568 0.00 0.00 0.00 0.2446
H -3.1694 -0.1999 -0.3725 0.00 0.01 0.00 0.2182
H -0.4722 -3.4804 3.0392 0.03 -0.01 -0.02 0.2276
H 3.0684 3.4011 2.3423 0.00 0.01 0.00 0.2686
H 1.6866 -4.9077 -2.2635 0.00 0.00 0.00 0.2580
H 1.0602 -3.7298 -0.2017 0.00 -0.03 -0.01 0.2100
H 1.1919 -0.4141 3.7747 0.02 -0.03 0.02 0.2196
H -1.5670 -3.4233 -0.3984 -0.01 -0.01 -0.01 0.1943
H -2.6129 -3.0643 2.0500 0.01 -0.01 -0.02 0.2196
H -2.2125 -2.1259 -1.4097 -0.02 -0.01 -0.01 0.2061
H 0.0108 0.2936 -4.1665 -0.05 0.01 -0.01 0.4219
H 2.0745 -2.5754 1.0724 0.12 0.04 0.00 0.2061
H -4.0098 -1.0435 0.9417 -0.02 0.01 -0.02 0.1999
H -2.0767 -1.5275 2.6920 -0.02 -0.03 0.02 0.2069
H 0.7315 -2.0164 4.3791 -0.02 0.02 0.02 0.2246
H 1.7922 -3.6149 -4.4035 0.00 0.00 0.00 0.2572
H -0.2937 4.6456 -5.7846 0.00 0.00 0.00 0.2445
H 2.6545 -1.6080 2.4200 0.00 -0.05 0.06 0.2275
H -0.1836 -3.4801 1.3065 -0.10 -0.03 -0.02 0.2039
H 1.1878 -1.2295 -4.3768 -0.01 0.00 0.01 0.2348
H -2.7991 0.2073 1.2994 -0.01 -0.02 0.04 0.1896
H -0.6065 4.9807 -1.5289 0.01 -0.02 0.01 0.2352
H -1.2168 1.0658 2.6169 -0.01 0.00 0.00 0.2223